Computed, not measured: 2 unconnected molecules or ions with the total composition C7H15NO4S at a distorted geometry, with ωB97M-V/def2-TZVPD.

Geometry as XYZ:
```
28
Properties=species:S:1:pos:R:3:forces:R:3
S 0.3254 -1.7966 0.5319 0.58 0.12 1.67
O 0.4098 -2.4646 -0.7374 -0.57 -0.04 1.49
O 1.5337 -1.7019 1.3767 -1.05 -0.26 -1.33
O -0.7477 -2.5461 1.5711 -0.22 -0.52 -4.12
O 0.9145 0.6175 2.1499 -2.26 1.98 0.10
N -1.4959 0.0633 -0.5920 -0.11 -0.37 3.31
C -2.7698 -0.5875 -0.1942 1.72 -2.04 -1.69
C -0.7871 2.0609 1.2071 0.22 -1.11 -1.04
C -0.1734 0.7367 1.3013 3.22 -1.92 -1.43
C 3.3297 0.7005 -1.5933 -0.57 -2.31 -0.27
C 3.0372 0.9591 -0.3343 0.33 1.71 -1.69
C -0.4158 -0.1834 0.3236 -0.86 -0.05 1.14
C -1.1552 -0.2181 -1.8995 -3.18 -2.36 -2.83
H -0.6077 -2.4048 2.4784 0.96 0.65 1.89
H -0.3528 0.3495 -2.2265 1.65 0.82 -0.78
H -0.1833 2.6575 0.5445 -0.11 0.27 -0.60
H -0.6318 2.4258 2.1307 0.12 1.91 3.37
H -2.6185 -1.7162 -0.4661 -0.88 1.65 0.84
H -1.1069 -1.3270 -2.1658 0.67 1.08 0.50
H 1.4282 -0.1921 2.0241 -0.17 -0.57 -0.38
H 3.0466 1.2237 -2.4870 0.27 0.94 0.10
H 2.7735 1.9855 -0.2025 -0.58 0.41 1.11
H -3.6317 -0.1952 -0.6957 -0.17 0.27 -1.00
H -1.8259 1.9993 0.9724 -0.46 0.22 -0.42
H -3.0003 -0.4017 0.8109 0.20 -0.20 1.69
H 3.1861 0.2523 0.4271 0.18 -0.53 0.99
H -2.0870 0.0265 -2.4545 0.73 0.45 -0.35
H 3.6060 -0.3229 -1.8008 0.36 -0.23 -0.27
```
Forces are in eV/Å.

The calculation puts the largest force on an atom at 0.0947 Eh/bohr. The LUMO energy is 0.018 Ha. The energy is -28013.9635 eV. The value obtained for the energy above the lowest of the compared OMol25 structures with the same formula, charge and spin is 3.066 eV.

Atom charges from the Löwdin analysis, given in e for atoms 1 to 4: number 1, S, carries 0.75; number 2, O, carries -0.25; number 3, O, carries -0.31; number 4, O, carries -0.15